Entry 1:
Here is a 2-piece molecular cluster, C15H23N2O7 overall at a distorted geometry from the Open Molecules 2025 dataset. Energies are from ωB97M-V with the def2-TZVPD basis set.

CARTESIAN COORDINATES (ANGSTROEM)
O: -1.34 2.54 0.55
O: -1.67 -1.11 -1.48
O: -4.15 -3.96 1.93
O: 3.02 3.48 -3.43
O: -1.42 -3.30 -1.31
O: -0.29 -5.11 3.19
O: -1.50 4.12 -1.05
N: -0.66 -4.15 1.18
N: -3.21 -4.89 0.12
C: -1.80 -2.03 0.72
C: 1.87 3.39 -1.33
C: 1.38 4.59 -0.49
C: -1.86 -3.36 1.50
C: 0.37 4.14 0.59
C: -3.17 -4.10 1.19
C: 1.12 -5.75 1.39
C: -4.39 -5.65 -0.31
C: 2.58 5.29 0.20
C: -0.90 3.52 0.00
C: -1.62 -2.16 -0.81
C: 4.14 4.65 -1.69
C: 3.00 3.82 -2.26
C: 3.59 5.80 -0.83
C: -0.02 -4.97 2.00
H: 3.07 4.59 0.88
H: -0.97 -1.44 1.10
H: 2.22 2.59 -0.68
H: -0.39 -4.12 0.20
H: 4.78 4.00 -1.07
H: 4.75 5.05 -2.50
H: -1.86 -3.13 2.57
H: -4.76 -6.24 0.52
H: 0.72 -6.42 0.63
H: -5.16 -4.95 -0.63
H: 1.61 -6.33 2.17
H: 1.82 -5.06 0.93
H: -2.43 -4.79 -0.53
H: -4.12 -6.30 -1.14
H: 0.84 3.42 1.26
H: -2.22 3.51 -1.27
H: 4.42 6.30 -0.32
H: 3.11 6.54 -1.49
H: 1.04 2.99 -1.93
H: 0.07 5.01 1.19
H: 0.89 5.31 -1.15
H: -2.72 -1.47 0.92
H: 2.22 6.14 0.79

Multiplicity = 1
HOMO level = -4.86 eV
Net charge = -1

Mulliken population analysis, charges in e, atoms 1 to 2: atom 1 (O): -0.537, atom 2 (O): -0.770

Entry 2:
Here is C2H9N3O2 as an isolated structure from the Open Molecules 2025 dataset. Energies are from ωB97M-V with the def2-TZVPD basis set.

CARTESIAN COORDINATES (ANGSTROEM)
O: 0.50 0.14 -1.13
O: 2.19 -0.61 0.83
N: -1.34 1.96 0.27
N: -0.44 1.03 0.87
N: 2.60 -0.43 -0.37
C: -1.20 -1.16 -0.04
C: -0.10 -0.11 0.03
H: 0.79 -0.62 0.72
H: -1.20 2.00 -0.74
H: 2.74 -1.34 -0.85
H: -2.29 1.65 0.46
H: 0.41 1.54 1.10
H: 1.78 0.19 -0.93
H: -1.52 -1.45 0.96
H: -2.06 -0.76 -0.59
H: -0.84 -2.04 -0.59

Multiplicity = 1
HOMO level (spin up / spin down) = -9.58 / -9.58 eV
Net charge = 0

Mulliken population analysis, charges in e, atoms 1 to 2: atom 1 (O): -0.667, atom 2 (O): -0.301

Entry 3:
Here is C2H3NO2S in the gas phase at a distorted geometry from the Open Molecules 2025 dataset. Energies are from ωB97M-V with the def2-TZVPD basis set.

CARTESIAN COORDINATES (ANGSTROEM)
S: 1.89 -0.11 -0.39
O: 1.09 1.17 0.08
O: 3.02 -0.54 0.39
N: -2.25 -0.24 -0.66
C: -1.01 0.01 -0.38
C: 0.37 0.04 0.58
H: -2.80 -0.59 0.04
H: -0.56 0.41 -1.33
H: 0.25 -0.15 1.66

Multiplicity = 1
HOMO level = -10.12 eV
Net charge = 0

Mulliken population analysis, charges in e, atoms 1 to 2: atom 1 (S): 0.522, atom 2 (O): -0.258

| no. | E_tot (a.u.) |
| --- | --- |
| 1 | -1221.73142 |
| 2 | -396.16077 |
| 3 | -681.29532 |